Entry 1:
45
Properties=species:S:1:pos:R:3:nbo_charge:R:1 method="wB97M-V/def2-TZVPD" multiplicity=2 homo_lumo_gap_ev="5.9 / 5.8" homo_energy_ha="-0.0481 / -0.0477" energy_ha=-3174.88886 s2=0.752 charge=-2
Cu 18.1964 17.1128 -2.1956 1.567
N 19.7238 14.4022 -1.5973 0.726
O 20.4568 13.8635 -0.7772 -0.476
O 19.6436 13.9859 -2.7789 -0.572
O 19.0374 15.4050 -1.2589 -0.588
N 16.7981 19.7881 -3.6968 0.731
O 17.5080 18.8045 -3.3060 -0.644
O 16.4710 20.6708 -2.9177 -0.453
O 16.4107 19.7861 -4.8961 -0.560
C 19.1585 18.4894 1.7768 -0.513
C 18.6147 18.2263 0.5478 0.415
C 17.1447 17.7945 0.4624 0.414
O 16.7691 17.4380 -0.7024 -0.791
C 16.3283 17.8667 1.5648 -0.519
C 16.8932 18.1106 2.8497 0.432
C 18.3918 18.3971 2.9734 0.429
O 18.8990 18.4536 4.0876 -0.635
O 16.2041 18.1412 3.8714 -0.636
O 19.2372 18.2420 -0.5447 -0.789
H 20.1987 18.7872 1.8110 0.190
H 15.2739 17.6892 1.4101 0.195
C 15.3223 14.8816 -1.7508 -0.244
O 16.1184 15.6287 -2.6560 -0.542
C 15.9856 15.2700 -3.9805 -0.052
C 16.8486 16.1957 -4.8156 -0.245
N 18.2085 16.2710 -4.2576 -0.665
C 19.0654 17.1632 -5.0811 -0.255
C 20.4307 17.2137 -4.4225 -0.057
O 20.2485 17.5963 -3.0977 -0.563
C 21.4445 17.7048 -2.3677 -0.261
H 14.4340 14.4765 -2.2541 0.144
H 15.0344 15.5426 -0.9412 0.227
H 15.9010 14.0409 -1.3514 0.177
H 14.9336 15.3270 -4.2859 0.162
H 16.3672 14.2454 -4.1283 0.150
H 16.4464 17.1917 -5.0036 0.244
H 16.8775 15.7376 -5.8231 0.153
H 18.6158 15.3665 -4.5002 0.392
H 18.6262 18.1576 -5.0956 0.254
H 19.2131 16.7607 -6.0924 0.161
H 21.0777 17.9129 -4.9791 0.160
H 20.9521 16.2423 -4.4526 0.166
H 22.0974 16.8254 -2.4380 0.161
H 21.2311 17.8332 -1.3100 0.258
H 21.9762 18.6203 -2.6715 0.152

=====

Entry 2:
12
Properties=species:S:1:pos:R:3:nbo_charge:R:1 method="wB97M-V/def2-TZVPD" homo_lumo_gap_ev=10.1 homo_energy_ha=-0.3526 energy_ha=-693.23488 smiles="[H]/N=[SiH]/N[SiH3].[H][H]"
H -1.1011 1.1215 -3.1667 0.371
N -1.3664 0.6430 -2.3284 -1.330
Si -0.1050 0.7000 -1.2803 1.709
N 0.0238 -0.2896 0.1179 -1.501
Si -1.1519 -1.3060 0.8548 1.087
H 1.2140 1.3531 -0.9540 -0.215
H 0.7953 -0.1313 0.7366 0.426
H -2.2513 -0.8085 1.7149 -0.188
H -1.8917 -2.2429 -0.0562 -0.159
H -0.3771 -1.9960 1.8878 -0.200
H 3.3575 1.7063 1.2737 0.023
H 2.8538 1.2504 1.1997 -0.022

=====

Entry 3:
82
Properties=species:S:1:pos:R:3:mulliken_charge:R:1 method="wB97M-V/def2-TZVPD" homo_lumo_gap_ev=7.6 homo_energy_ha=-0.3931 energy_ha=-2895.42406 charge=+1
C -2.0091 3.9924 1.9056 -1.243
C -1.5757 5.3565 2.3714 0.526
I -3.1846 6.5342 2.9635 0.158
C -0.3069 5.7854 2.4234 -0.634
I 0.2456 7.6930 3.0932 0.230
C 0.9000 4.9629 1.9972 -1.428
C 1.1264 3.6969 2.8450 0.167
C 1.9038 4.1040 4.1133 -1.162
C 3.3792 3.9858 3.8256 0.678
O 3.9521 4.6812 3.0464 -0.438
Cl 4.2039 2.7361 4.7243 -0.156
O 1.8798 2.7324 2.1543 -0.298
C 1.2063 2.3048 0.9907 -0.173
C 1.2794 3.3765 -0.0564 -0.936
N 0.8687 4.7414 0.4765 0.124
P 2.0196 5.9326 -0.2709 0.549
O 1.9156 5.8903 -1.7275 -0.633
H -2.0661 3.3154 2.7600 0.295
H -1.3514 3.5614 1.1529 0.111
H -3.0080 4.0301 1.4795 0.604
H 1.7726 5.5893 2.1788 1.205
H 0.1918 3.2360 3.1668 0.572
H 1.6027 3.4857 4.9499 0.458
H 1.7454 5.1579 4.3407 0.200
H 1.7362 1.4547 0.5766 -0.063
H 0.1887 1.9807 1.2192 0.296
H 0.6484 3.1296 -0.9094 0.460
H 2.2994 3.4475 -0.4312 0.534
H -0.0460 4.9929 0.1012 0.671
H 3.1957 5.4484 0.3108 0.176
H 1.6455 7.1029 0.3990 0.115
C 5.7922 -1.9122 -1.1217 -1.416
C 5.1315 -1.2115 0.0598 0.314
C 3.6147 -1.0506 -0.0906 -0.699
O 3.2150 -0.0240 -0.9860 -0.176
C 3.1439 -0.3790 -2.3532 -0.987
N 5.8182 0.0580 0.3087 -0.715
H 5.8701 -1.2542 -1.9877 0.286
H 6.8031 -2.2152 -0.8556 0.364
H 5.2358 -2.8034 -1.4167 0.349
H 5.2829 -1.8388 0.9431 0.408
H 3.2047 -0.7654 0.8835 0.347
H 3.1424 -1.9977 -0.3790 0.392
H 2.7739 -1.4010 -2.4741 0.401
H 4.0905 -0.2758 -2.8871 0.250
H 2.4289 0.3072 -2.8085 0.355
H 5.4695 0.4812 1.1639 0.235
H 5.5699 0.7073 -0.4320 0.322
C -2.7508 -0.4805 -2.3483 -1.535
C -1.3248 -0.2974 -2.8548 0.332
C -0.7140 -1.5540 -3.4880 -0.806
O -0.2939 -2.5255 -2.5540 -0.377
C -1.3055 -3.4193 -2.1144 -0.659
N -0.4844 0.2141 -1.7649 -0.486
H -2.7789 -1.0658 -1.4285 0.234
H -3.1999 0.4890 -2.1334 0.431
H -3.3709 -0.9839 -3.0913 0.380
H -1.3477 0.4645 -3.6397 0.391
H 0.1901 -1.2582 -4.0282 0.369
H -1.4007 -1.9963 -4.2203 0.458
H -2.0039 -3.6564 -2.9218 0.340
H -1.8613 -3.0246 -1.2621 0.251
H -0.8132 -4.3385 -1.7998 0.276
H 0.4408 0.4091 -2.1353 0.088
H -0.3334 -0.5554 -1.1171 0.318
C -5.7473 -6.8582 0.0920 -1.405
C -4.2719 -6.6137 0.3879 0.332
C -3.9717 -5.2110 0.9315 -0.757
O -3.9884 -4.1832 -0.0427 -0.250
C -5.2636 -3.6470 -0.3426 -0.672
N -3.4858 -6.9397 -0.8039 -0.694
H -6.0636 -6.3533 -0.8209 0.272
H -5.9266 -7.9226 -0.0498 0.361
H -6.3793 -6.5127 0.9120 0.349
H -3.9736 -7.3140 1.1738 0.407
H -2.9552 -5.2117 1.3341 0.333
H -4.6503 -4.9566 1.7561 0.401
H -5.8983 -3.6115 0.5474 0.339
H -5.7735 -4.2151 -1.1239 0.268
H -5.1125 -2.6302 -0.7058 0.155
H -2.4949 -6.8950 -0.5862 0.274
H -3.6375 -6.2094 -1.4938 0.287

=====

Entry 4:
22
Properties=species:S:1:pos:R:3:nbo_charge:R:1 method="wB97M-V/def2-TZVPD" multiplicity=4 homo_lumo_gap_ev="9.2 / 10.7" homo_energy_ha="-0.9017 / -0.9005" energy_ha=-1578.43783 s2=3.762 charge=+3
Cr -0.1034 0.0987 0.1723 1.612
O 1.8104 -0.6436 -1.0846 -0.963
H 2.5819 -0.9966 -0.6414 0.531
H 2.0134 -0.7199 -2.0169 0.535
O -0.8827 0.2973 2.1285 -0.884
H -0.8235 1.1020 2.6436 0.553
H -0.9879 -0.3969 2.7791 0.553
O -2.1035 0.8487 -0.1333 -0.909
H -2.5154 1.5497 0.3718 0.544
H -2.5521 0.8666 -0.9787 0.543
O 0.0553 -1.8042 0.8786 -0.861
H 0.4241 -2.6044 0.5046 0.567
H -0.5877 -2.1121 1.5173 0.538
O 1.6549 0.6083 1.1108 -0.873
H 2.4659 0.8647 0.6717 0.556
H 1.7448 0.9512 2.0000 0.551
O 0.2447 1.5630 -1.2076 -0.891
H -0.2938 2.3505 -1.2862 0.554
H 0.7779 1.5566 -2.0025 0.557
O -0.8235 -1.0088 -1.4686 -0.905
H -0.7667 -0.5704 -2.3177 0.530
H -1.3332 -1.8004 -1.6409 0.561

=====

Entry 5:
51
Properties=species:S:1:pos:R:3:nbo_charge:R:1 method="wB97M-V/def2-TZVPD" homo_lumo_gap_ev=9.0 homo_energy_ha=-0.3314 energy_ha=-1301.15681
C 0.0817 -1.8391 -0.5084 -0.747
C -0.0866 -0.6565 0.4869 0.811
O -0.5078 -0.8520 1.5612 -0.519
O 0.2972 0.5971 0.0004 -0.557
C -0.8155 1.3892 -0.3706 0.823
O -0.7591 2.5087 -0.0620 -0.504
C -1.9572 0.7653 -1.1789 -0.911
B -3.2903 1.6362 -1.2744 1.175
O -3.6116 2.7694 -0.5222 -0.858
B -4.8104 2.4362 0.1539 0.979
O -5.9049 1.9030 -0.5632 -0.878
B -5.3603 0.8406 -1.3140 1.168
C -5.8226 -0.6810 -1.2129 -0.811
C -6.7804 -0.8405 0.0079 -0.046
O -6.6927 -2.1762 0.5246 -0.730
O -4.2817 1.1865 -2.1770 -0.880
H -0.8600 -2.4173 -0.4985 0.241
H 0.3676 -1.4964 -1.5165 0.229
H 0.8642 -2.5279 -0.0879 0.257
H -2.2556 -0.2487 -0.8368 0.266
H -1.5696 0.6202 -2.2147 0.287
H -4.8423 2.5703 1.3332 -0.095
H -4.9049 -1.2574 -0.9505 0.245
H -6.2432 -1.0800 -2.1538 0.259
H -7.8139 -0.5251 -0.2361 0.173
H -6.4382 -0.1627 0.8227 0.160
H -6.6787 -2.1211 1.4882 0.472
C 3.9106 -5.5987 0.4068 -0.217
C 5.2221 -5.1425 0.4225 -0.211
C 5.5239 -3.9125 0.9929 -0.210
C 4.5149 -3.1422 1.5564 -0.210
C 3.2038 -3.6001 1.5438 -0.225
C 2.9005 -4.8262 0.9655 -0.208
H 3.6752 -6.5567 -0.0409 0.213
H 6.0104 -5.7462 -0.0110 0.214
H 6.5461 -3.5542 0.9992 0.214
H 4.7506 -2.1851 2.0055 0.216
H 2.4162 -2.9998 1.9854 0.215
H 1.8765 -5.1806 0.9514 0.210
C 3.0413 3.1197 -0.5839 -0.206
C 4.3562 3.5684 -0.5755 -0.220
C 4.6634 4.8099 -0.0340 -0.219
C 3.6565 5.5988 0.5077 -0.218
C 2.3423 5.1481 0.5022 -0.202
C 2.0323 3.9100 -0.0473 -0.227
H 2.8018 2.1520 -1.0093 0.207
H 5.1426 2.9499 -0.9921 0.208
H 5.6878 5.1627 -0.0332 0.209
H 3.8966 6.5654 0.9345 0.209
H 1.5575 5.7632 0.9263 0.209
H 1.0056 3.5594 -0.0566 0.241

=====

Entry 6:
11
Properties=species:S:1:pos:R:3:nbo_charge:R:1 method="wB97M-V/def2-TZVPD" homo_lumo_gap_ev=9.3 homo_energy_ha=-0.3131 energy_ha=-372.76940 smiles="[H]/N=c1/[nH]cnn1O"
H -2.2424 1.0534 0.2219 0.361
N -1.3439 1.5552 -0.0587 -0.735
C -0.4240 0.6811 -0.0163 0.509
N 0.9665 0.9089 -0.0805 -0.596
C 1.6686 -0.2765 0.1088 0.165
N 0.8592 -1.3024 -0.0229 -0.271
N -0.3844 -0.6970 -0.2140 -0.021
O -1.5273 -1.3269 0.1790 -0.534
H 1.4153 1.7677 0.4738 0.420
H 2.7314 -0.2561 -0.1209 0.214
H -1.7190 -2.1074 -0.4701 0.488